Run a
The following is a DFT calculation (ωB97M-V with the def2-TZVPD basis set) of C4H6IN as an isolated structure.

Summary:
* frontier orbital gap (spin up / spin down): 7.79 / 8.24 eV
* E_LUMO (spin up / spin down): -0.99 / -0.45 eV
* highest occupied orbital energy (spin up / spin down): -8.779 / -8.683 eV

```
12
C4H6IN | the Open Molecules 2025 dataset | ωB97M-V with the def2-TZVPD basis set
C -2.088 1.211 0.671
C -0.946 0.612 0.712
C -0.750 1.925 0.113
C 1.381 -1.487 -0.807
N 1.502 -1.171 0.599
I 1.305 -2.788 1.771
H -3.235 1.316 0.728
H -0.307 1.799 -0.921
H -0.557 2.903 0.538
H 1.683 -2.448 -1.118
H 0.288 -1.387 -0.980
H 1.722 -0.486 -1.305
```

***

Run b
The following is a DFT calculation (ωB97M-V with the def2-TZVPD basis set) of one molecule with the formula C4H6IN.

Summary:
* frontier orbital gap: 9.61 eV
* SMILES: [H]/N=C(\I)C1CC1
* E_LUMO: 0.17 eV
* highest occupied orbital energy: -9.441 eV

```
12
C4H6IN | the Open Molecules 2025 dataset | ωB97M-V with the def2-TZVPD basis set
C -1.066 -0.639 0.223
C 1.372 0.142 0.412
C 0.730 0.831 -0.827
C -0.155 0.463 0.319
N -0.904 -1.830 0.442
I -3.198 0.183 -0.101
H 1.609 -0.961 0.112
H 2.147 0.685 0.985
H 0.685 1.935 -0.970
H 0.840 0.242 -1.716
H -0.348 1.353 0.965
H -1.713 -2.403 0.154
```

***

Run c
The following is a DFT calculation (ωB97M-V with the def2-TZVPD basis set) of a 2-piece molecular cluster, C4H6IN overall.

Summary:
* frontier orbital gap: 9.52 eV
* E_LUMO: 0.69 eV
* highest occupied orbital energy: -8.828 eV

```
12
C4H6IN | the Open Molecules 2025 dataset | ωB97M-V with the def2-TZVPD basis set
C -0.331 -0.309 0.972
C 0.474 0.270 -3.443
C 0.044 0.957 -2.395
C -0.110 -0.945 3.384
N -0.319 -0.610 2.097
I -1.302 2.549 -2.561
H 1.218 -0.412 -3.490
H 0.167 0.675 -4.464
H 0.272 0.875 -1.386
H -1.061 -1.124 3.997
H 0.401 -0.004 3.741
H 0.546 -1.922 3.549
```

***

Which one sits at the bottom of the stability order? run a does.

***

Run a
The following is a DFT calculation (ωB97M-V with the def2-TZVPD basis set) of an isolated ion of composition C3H4NS and charge +1.

Summary:
* frontier orbital gap (spin up / spin down): 7.57 / 7.83 eV
* E_LUMO (spin up / spin down): -6.31 / -6.89 eV
* charge: +1
* highest occupied orbital energy (spin up / spin down): -13.879 / -14.720 eV

```
9
C3H4NS | the Open Molecules 2025 dataset | ωB97M-V with the def2-TZVPD basis set
C -1.097 -0.925 1.190
C 0.462 -2.117 -1.040
C 0.578 0.517 -0.111
N -0.704 0.126 0.461
S 1.242 -0.764 -1.274
H 0.602 1.527 -0.427
H 1.343 0.531 0.723
H -1.453 -0.020 -0.329
H -0.972 1.125 0.807
```

***

Run b
The following is a DFT calculation (ωB97M-V with the def2-TZVPD basis set) of an isolated ion of composition C3H4NS and charge +1.

Summary:
* frontier orbital gap: 8.76 eV
* SMILES: C1#S2=C1[NH2+]C2
* E_LUMO: -5.64 eV
* charge: +1
* highest occupied orbital energy: -14.398 eV

```
9
C3H4NS | the Open Molecules 2025 dataset | ωB97M-V with the def2-TZVPD basis set
C 0.802 -1.020 0.043
C 1.999 -1.074 -0.404
C -0.300 0.880 -0.255
N -0.591 -0.502 0.281
S 1.539 0.838 0.205
H -0.409 0.917 -1.314
H -0.941 1.468 0.296
H -1.385 -1.031 -0.161
H -0.714 -0.477 1.309
```

***

Run c
The following is a DFT calculation (ωB97M-V with the def2-TZVPD basis set) of an isolated ion of composition C3H4NS and charge +1.

Summary:
* frontier orbital gap (spin up / spin down): 7.47 / 7.47 eV
* E_LUMO (spin up / spin down): -6.01 / -6.02 eV
* charge: +1
* highest occupied orbital energy (spin up / spin down): -13.487 / -13.487 eV

```
9
C3H4NS | the Open Molecules 2025 dataset | ωB97M-V with the def2-TZVPD basis set
C 0.891 1.247 0.385
C 1.391 -1.165 0.283
C -1.292 -0.605 -0.295
N 1.378 0.165 0.415
S -0.124 -1.834 -0.307
H 0.451 2.210 0.322
H 2.186 -1.909 0.452
H -1.236 0.461 0.147
H -2.227 -1.122 -0.659
```

***

Which one sits at the bottom of the stability order? run a does.